{
  "formula": "C26H26Cl3CrN2O2SSeSi",
  "method": "ωB97M-V/def2-TZVPD",
  "elements": ["Cr", "Cl", "C", "C", "C", "C", "O", "C", "C", "N", "C", "C", "C", "C", "C", "C", "C", "C", "N", "C", "C", "H", "H", "H", "H", "H", "H", "H", "H", "H", "H", "Cl", "C", "C", "C", "C", "C", "Cl", "C", "S", "H", "H", "H", "C", "O", "H", "H", "H", "H", "C", "Si", "C", "C", "Se", "H", "H", "H", "H", "H", "H", "H", "H", "H"],
  "coordinates": [[0.2561, -0.1696, -0.3779], [4.5801, -4.4542, 3.4050], [3.7898, -3.3419, 2.3446], [4.3293, -3.1015, 1.0762], [3.7442, -2.1808, 0.2506], [2.5658, -1.4894, 0.6179], [2.0557, -0.6331, -0.1896], [2.0007, -1.7844, 1.9053], [0.9106, -1.0256, 2.4012], [0.2103, -0.2422, 1.6365], [-0.5394, 0.8029, 2.1317], [-1.2021, 0.8671, 3.3462], [-1.8822, 2.0301, 3.6933], [-1.8709, 3.1364, 2.8763], [-1.1577, 3.1314, 1.6634], [-1.0319, 4.2381, 0.7983], [-0.2364, 4.1141, -0.3187], [0.3738, 2.8969, -0.6120], [0.2107, 1.8070, 0.1324], [-0.5060, 1.9354, 1.2820], [2.6549, -2.6927, 2.7555], [5.2102, -3.6364, 0.7613], [4.1613, -1.9622, -0.7204], [0.7581, -1.0237, 3.4839], [-1.2242, 0.0095, 4.0000], [-2.4203, 2.0603, 4.6291], [-2.4134, 4.0237, 3.1589], [-1.5442, 5.1582, 1.0287], [-0.0745, 4.9561, -0.9730], [0.9987, 2.7852, -1.4888], [2.2486, -2.8773, 3.7385], [-2.0252, 0.4022, -0.8029], [-2.1075, 1.1693, -2.3523], [-3.2866, 1.7735, -2.7477], [-3.3527, 2.3850, -3.9884], [-2.2510, 2.3693, -4.8278], [-1.0839, 1.7497, -4.4291], [0.2676, 1.7232, -5.4924], [-0.9663, 1.1470, -3.1644], [0.5155, 0.4066, -2.6688], [-4.1465, 1.7678, -2.0960], [-4.2601, 2.8710, -4.3043], [-2.2917, 2.8346, -5.7984], [-2.3790, -2.4820, 2.3509], [-2.3238, -1.5329, 1.3095], [-2.6203, -3.4796, 1.9802], [-3.1210, -2.1844, 3.1012], [-1.3902, -2.5213, 2.8036], [-3.0657, -1.7034, 0.7187], [-0.5304, -3.8074, -4.0490], [0.7428, -3.5310, -2.6413], [1.2244, -5.1795, -1.8022], [2.2125, -2.5251, -3.3354], [-0.3192, -2.4340, -0.8487], [-0.1515, -4.5229, -4.7728], [-0.7382, -2.8812, -4.5778], [-1.4689, -4.1876, -3.6580], [1.5831, -5.9131, -2.5146], [0.3513, -5.5834, -1.2978], [1.9893, -5.0248, -1.0474], [2.6929, -3.0387, -4.1624], [2.9613, -2.3291, -2.5750], [1.8720, -1.5601, -3.7025]],
  "s2": 0.777,
  "energy_ev": -184509.2881,
  "spin_multiplicity": 2,
  "e_homo_ev": [-6.94, -6.93],
  "total_charge": 0
}

{
  "formula": "C26H26Cl3CuN10OS3",
  "method": "ωB97M-V/def2-TZVPD",
  "elements": ["Cu", "N", "C", "S", "N", "N", "C", "C", "C", "C", "C", "C", "N", "H", "H", "H", "H", "H", "H", "H", "C", "C", "N", "N", "C", "S", "N", "N", "H", "H", "H", "H", "H", "H", "Cl", "C", "C", "C", "C", "C", "C", "N", "C", "C", "N", "C", "O", "C", "C", "C", "Cl", "S", "C", "C", "C", "Cl", "C", "H", "H", "H", "H", "H", "H", "H", "H", "H", "H", "H", "H", "H"],
  "coordinates": [[-0.0616, 3.2028, -0.9468], [-0.5180, 6.7383, -3.3610], [-0.2590, 5.7593, -2.4882], [-0.9278, 4.1896, -2.8149], [0.4884, 6.0794, -1.4485], [0.7030, 5.0289, -0.6414], [1.4191, 5.1839, 0.4068], [1.6658, 4.0021, 1.2281], [2.5429, 4.0369, 2.3044], [2.7902, 2.8734, 3.0106], [2.1565, 1.7048, 2.6153], [1.2910, 1.7539, 1.5373], [1.0333, 2.8722, 0.8583], [-1.0707, 6.5620, -4.1788], [-0.1274, 7.6517, -3.2027], [1.8522, 6.1476, 0.6511], [3.0246, 4.9685, 2.5681], [3.4714, 2.8756, 3.8509], [2.3236, 0.7688, 3.1300], [0.8008, 0.8507, 1.1963], [3.1765, -1.8205, 0.9029], [3.3425, -0.5839, 0.1050], [4.4000, 0.1643, 0.0478], [4.0486, 1.1827, -0.7914], [2.8061, 1.0793, -1.2799], [1.9519, 2.0862, -2.3252], [2.3600, -0.0686, -0.7050], [1.0456, -0.5366, -0.7887], [4.1356, -2.0974, 1.3323], [2.8091, -2.6369, 0.2810], [2.4506, -1.6662, 1.7037], [4.7121, 1.9008, -1.0272], [1.0573, -1.3724, -1.3678], [0.5593, 0.1775, -1.3370], [-1.8893, -5.4289, 5.6426], [-1.9493, -4.5536, 4.1541], [-2.7159, -5.0256, 3.1018], [-2.7533, -4.3145, 1.9141], [-2.0383, -3.1332, 1.7497], [-2.0980, -2.3569, 0.4501], [-3.0294, -1.1363, 0.6230], [-2.6515, 0.0055, -0.2061], [-3.0857, 0.3333, -1.4701], [-2.3398, 1.3970, -1.8658], [-1.4599, 1.7340, -0.8568], [-1.6918, 0.8827, 0.1229], [-2.5812, -3.2410, -0.5419], [-2.2775, -2.9725, -1.8961], [-0.8202, -2.9661, -2.2794], [0.2020, -3.7028, -1.7586], [0.1738, -4.7728, -0.4193], [1.6805, -3.4879, -2.6163], [0.9476, -2.3642, -3.6815], [-0.3675, -2.1890, -3.3935], [-1.2810, -2.6958, 2.8299], [-0.3352, -1.2257, 2.7121], [-1.2218, -3.3823, 4.0290], [-3.2747, -5.9443, 3.2120], [-3.3361, -4.6870, 1.0838], [-1.0896, -2.0033, 0.1997], [-3.0267, -0.7995, 1.6576], [-4.0437, -1.4401, 0.3673], [-3.8906, -0.1925, -1.9533], [-2.3953, 1.9541, -2.7841], [-1.2136, 0.8650, 1.0861], [-2.7111, -2.0243, -2.2245], [-2.7827, -3.7640, -2.4524], [1.5263, -1.8922, -4.4596], [-1.0126, -1.5203, -3.9485], [-0.6204, -3.0136, 4.8472]],
  "s2": 0.755,
  "energy_ev": -159041.0868,
  "spin_multiplicity": 2,
  "e_homo_ev": [-10.64, -10.59],
  "relative_energy_kj_mol": 0.0,
  "total_charge": 1
}

{
  "formula": "C26H26ClIN4O3STeY",
  "method": "ωB97M-V/def2-TZVPD",
  "elements": ["Y", "C", "C", "N", "O", "C", "C", "N", "O", "H", "H", "H", "H", "H", "H", "H", "Cl", "C", "C", "C", "I", "C", "O", "C", "N", "C", "C", "C", "C", "H", "H", "H", "H", "C", "N", "C", "C", "C", "C", "C", "C", "C", "C", "H", "H", "H", "H", "H", "H", "H", "H", "H", "H", "H", "H", "Te", "C", "C", "C", "C", "S", "H", "H", "H"],
  "coordinates": [[0.8662, 0.1472, 0.7420], [3.3844, 2.0867, 4.4024], [2.3966, 1.6241, 3.3788], [2.7373, 1.1164, 2.2422], [4.1231, 1.0597, 2.0677], [0.9676, 1.7196, 3.6711], [0.3820, 2.2572, 4.9358], [0.2703, 1.2643, 2.6787], [-1.0002, 1.1848, 2.5846], [4.3308, 2.3583, 3.9463], [3.5696, 1.2784, 5.1142], [2.9800, 2.9312, 4.9582], [4.2221, 0.3302, 1.4220], [0.8858, 1.8653, 5.8208], [-0.6659, 1.9581, 4.9674], [0.4234, 3.3490, 4.9843], [-2.8857, -5.9941, -0.5811], [-1.9889, -4.6914, 0.1517], [-1.8550, -4.6342, 1.5073], [-1.1224, -3.6059, 2.1320], [-0.9269, -3.5959, 4.1961], [-0.4983, -2.6114, 1.3979], [0.2247, -1.6537, 1.8558], [-0.7096, -2.6585, -0.0366], [-0.1791, -1.6148, -0.7052], [-0.2765, -1.5810, -2.0167], [-0.9048, -2.5991, -2.7500], [-1.4840, -3.6462, -2.0829], [-1.4126, -3.6950, -0.6780], [-2.3128, -5.3986, 2.1202], [0.1460, -0.7153, -2.5129], [-0.9437, -2.5330, -3.8283], [-1.9999, -4.4323, -2.6177], [-3.5954, -0.3850, -1.8539], [-3.7773, 0.6086, -0.8144], [-4.6999, 0.1157, 0.1883], [-2.5001, 0.9537, -0.2009], [-1.5544, 1.7124, -1.1067], [-2.0889, 2.5839, -2.0513], [-1.2578, 3.3500, -2.8568], [0.1140, 3.2638, -2.6978], [0.6357, 2.4036, -1.7357], [-0.1619, 1.5865, -0.9195], [-4.5460, -0.5803, -2.3550], [-3.2187, -1.3412, -1.4488], [-2.8816, -0.0226, -2.5934], [-5.6608, -0.1165, -0.2745], [-4.8551, 0.8753, 0.9543], [-4.3279, -0.7973, 0.6846], [-2.0017, 0.0472, 0.1913], [-2.7014, 1.5673, 0.6813], [-3.1651, 2.6548, -2.1568], [-1.6839, 4.0180, -3.5968], [0.7733, 3.8651, -3.3149], [1.7209, 2.3732, -1.6326], [3.3124, -1.5548, -0.0419], [4.1983, -0.5775, -1.6849], [3.5879, 0.0904, -2.7096], [4.5005, 0.6232, -3.6589], [5.7971, 0.3503, -3.3482], [5.9026, -0.5634, -1.9002], [2.5145, 0.2001, -2.7835], [4.2004, 1.1874, -4.5306], [6.6767, 0.6381, -3.9001]],
  "energy_ev": -79283.7916,
  "spin_multiplicity": 1,
  "e_homo_ev": -4.69,
  "relative_energy_kj_mol": 0.0,
  "total_charge": -1
}

{
  "formula": "C26H26ClN2OSScSi",
  "method": "ωB97M-V/def2-TZVPD",
  "elements": ["Sc", "Cl", "C", "C", "C", "C", "O", "C", "C", "N", "C", "C", "C", "C", "C", "C", "C", "C", "N", "C", "C", "H", "H", "H", "H", "H", "H", "H", "H", "H", "H", "C", "Si", "C", "C", "C", "H", "H", "H", "H", "H", "H", "H", "H", "H", "H", "H", "S", "C", "C", "C", "C", "C", "C", "H", "H", "H", "H", "H"],
  "coordinates": [[-0.5632, 0.6299, 0.2625], [3.4364, 0.3182, -6.0946], [2.3016, 0.3802, -4.7782], [0.9283, 0.4235, -5.0525], [0.0149, 0.4788, -4.0314], [0.4323, 0.4964, -2.6819], [-0.4428, 0.5884, -1.7347], [1.8254, 0.4228, -2.4155], [2.3730, 0.3256, -1.0948], [1.7290, 0.2332, 0.0249], [2.4633, 0.0025, 1.2170], [3.7696, -0.4104, 1.3007], [4.3875, -0.6182, 2.5503], [3.6999, -0.4407, 3.7150], [2.3401, -0.0608, 3.6721], [1.5412, 0.0884, 4.8287], [0.2232, 0.4154, 4.7065], [-0.3128, 0.5937, 3.4182], [0.4054, 0.4743, 2.3255], [1.7252, 0.1571, 2.4247], [2.7437, 0.3789, -3.4857], [0.5959, 0.4160, -6.0823], [-1.0475, 0.5241, -4.2275], [3.4634, 0.3058, -1.0816], [4.3493, -0.6068, 0.4100], [5.4212, -0.9356, 2.5723], [4.1721, -0.6084, 4.6744], [1.9906, -0.0694, 5.8015], [-0.4186, 0.5326, 5.5675], [-1.3576, 0.8470, 3.2806], [3.8056, 0.3313, -3.2779], [-0.0572, -2.9492, -0.8987], [-1.1275, -2.7639, 0.6416], [-2.3848, -4.1646, 0.6423], [-0.0146, -3.0008, 2.1490], [-1.9071, -1.0737, 0.6593], [0.3985, -3.9400, -0.9650], [0.7524, -2.2131, -0.9116], [-0.6488, -2.7911, -1.8042], [-1.8871, -5.1379, 0.6209], [-3.0438, -4.1043, -0.2262], [-3.0134, -4.1280, 1.5348], [0.3014, -4.0426, 2.2433], [-0.5356, -2.7291, 3.0713], [0.8913, -2.3921, 2.0866], [-2.4760, -0.9254, 1.5873], [-2.6391, -1.0337, -0.1624], [-1.3364, 2.8514, 0.9953], [-2.4042, 3.2112, -0.3809], [-1.8817, 3.6333, -1.6013], [-2.7224, 3.9112, -2.6694], [-4.0967, 3.7749, -2.5365], [-4.6236, 3.3567, -1.3220], [-3.7861, 3.0755, -0.2532], [-0.8105, 3.7449, -1.7183], [-2.2960, 4.2366, -3.6104], [-4.7514, 3.9920, -3.3704], [-5.6942, 3.2445, -1.2048], [-4.2011, 2.7435, 0.6896]],
  "energy_ev": -84352.6432,
  "spin_multiplicity": 1,
  "e_homo_ev": -7.82,
  "relative_energy_kj_mol": 0.0,
  "total_charge": 0
}

{
  "formula": "C26H26F2N",
  "method": "ωB97M-V/def2-TZVPD",
  "elements": ["F", "C", "C", "C", "C", "C", "C", "C", "C", "C", "C", "C", "F", "C", "C", "H", "H", "H", "H", "H", "H", "H", "H", "H", "C", "N", "C", "C", "C", "C", "C", "C", "C", "C", "C", "C", "C", "C", "H", "H", "H", "H", "H", "H", "H", "H", "H", "H", "H", "H", "H", "H", "H", "H", "H"],
  "coordinates": [[-2.5254, 0.0423, -1.4487], [-1.9924, -1.2045, -1.7359], [-2.8861, -2.2699, -1.8034], [-2.3298, -3.5590, -1.8018], [-0.9698, -3.7281, -1.6732], [-0.0540, -2.6194, -1.6281], [1.2602, -2.9737, -1.2288], [2.5926, -2.6294, -1.5941], [3.4744, -3.7561, -1.7182], [4.8388, -3.6093, -1.8980], [5.4119, -2.3333, -1.9442], [4.5577, -1.2419, -1.8339], [5.1194, 0.0181, -1.8298], [3.1730, -1.3351, -1.6970], [-0.6140, -1.3253, -1.8179], [-3.9596, -2.1104, -1.8262], [-2.9850, -4.4277, -1.8842], [-0.5531, -4.7363, -1.5736], [1.2496, -3.9080, -0.6416], [3.0497, -4.7593, -1.6499], [5.4737, -4.4897, -1.9999], [6.4904, -2.2021, -2.0479], [2.5535, -0.4449, -1.6126], [0.0247, -0.4507, -1.9335], [-0.4606, -0.5273, 1.9470], [-0.7960, 0.8967, 1.8018], [-0.2896, 1.5902, 0.7311], [0.5988, 1.0010, -0.1344], [1.2903, 1.7691, -1.1966], [1.2053, 3.3073, -1.0369], [-0.1776, 3.7920, -0.6265], [-0.7913, 3.0125, 0.5522], [-1.8570, 1.4322, 2.6142], [-1.5843, 2.2034, 3.7655], [-2.6453, 2.6827, 4.5414], [-3.9667, 2.4237, 4.1635], [-4.2371, 1.7157, 2.9905], [-3.1885, 1.2138, 2.2162], [-0.8869, -0.9032, 2.8864], [-0.8711, -1.1183, 1.1105], [0.6303, -0.6696, 1.9772], [0.7896, -0.0755, -0.0750], [2.3556, 1.4890, -1.2159], [0.9184, 1.4855, -2.1999], [1.9228, 3.6084, -0.2645], [1.5156, 3.7972, -1.9676], [-0.1137, 4.8534, -0.3567], [-0.8638, 3.7481, -1.4808], [-1.8905, 3.0123, 0.4344], [-0.6022, 3.5766, 1.4832], [-0.5467, 2.4415, 4.0186], [-2.4341, 3.2649, 5.4383], [-4.7921, 2.7931, 4.7749], [-5.2612, 1.5469, 2.6589], [-3.3704, 0.6904, 1.2712]],
  "energy_ev": -34299.8054,
  "spin_multiplicity": 1,
  "e_homo_ev": -9.87,
  "relative_energy_kj_mol": 272.5,
  "total_charge": 1
}

{
  "formula": "C26H26N2O4S",
  "method": "ωB97M-V/def2-TZVPD",
  "elements": ["C", "C", "O", "C", "C", "C", "C", "N", "S", "O", "O", "C", "C", "C", "C", "C", "C", "C", "C", "C", "C", "C", "C", "C", "C", "O", "N", "C", "C", "C", "C", "C", "C", "H", "H", "H", "H", "H", "H", "H", "H", "H", "H", "H", "H", "H", "H", "H", "H", "H", "H", "H", "H", "H", "H", "H", "H", "H", "H"],
  "coordinates": [[2.1524, 2.5753, 1.5861], [1.8952, 1.8587, 0.3082], [1.8387, 2.6149, -0.8173], [1.5474, 1.7757, -1.8456], [1.3841, 2.0932, -3.1826], [1.0360, 1.0659, -4.0352], [0.8836, -0.2535, -3.5797], [0.4687, -1.2518, -4.4534], [-0.7053, -2.3712, -3.9413], [-1.4601, -2.6497, -5.1283], [-0.0610, -3.4571, -3.2725], [-1.6381, -1.4058, -2.7646], [-1.5943, -1.7361, -1.4256], [-2.1227, -0.8622, -0.4964], [-2.6912, 0.3497, -0.8857], [-3.1425, 1.3300, 0.1846], [-3.8138, 2.5775, -0.3960], [-4.1404, 0.6447, 1.1277], [-1.8957, 1.7684, 0.9681], [-2.7753, 0.6280, -2.2471], [-2.2458, -0.2417, -3.1856], [1.1085, -0.5760, -2.2490], [1.4086, 0.4576, -1.3728], [1.6508, 0.5394, 0.0426], [1.5246, -0.5783, 1.0036], [0.6123, -1.3761, 0.9571], [2.5236, -0.5857, 1.9366], [2.7238, -1.4610, 3.0094], [3.8451, -1.2535, 3.8113], [4.0943, -2.0790, 4.8902], [3.2297, -3.1204, 5.1838], [2.1162, -3.3279, 4.3880], [1.8562, -2.5078, 3.3051], [1.6559, 3.5431, 1.5620], [1.7780, 1.9996, 2.4281], [3.2197, 2.7559, 1.7223], [1.5078, 3.1037, -3.5367], [0.8758, 1.2752, -5.0825], [0.2903, -0.9512, -5.3996], [-1.1178, -2.6534, -1.1211], [-2.0416, -1.1218, 0.5458], [-4.6983, 2.3130, -0.9705], [-3.1282, 3.1345, -1.0300], [-4.1236, 3.2321, 0.4161], [-3.6856, -0.1916, 1.6493], [-4.9955, 0.2753, 0.5661], [-4.4969, 1.3542, 1.8714], [-2.1758, 2.4500, 1.7685], [-1.1992, 2.2782, 0.3052], [-1.3845, 0.9137, 1.4018], [-3.2332, 1.5389, -2.5955], [-2.2898, -0.0160, -4.2401], [1.0324, -1.5953, -1.9125], [3.2499, 0.1073, 1.8220], [4.5225, -0.4416, 3.5827], [4.9672, -1.9083, 5.5028], [3.4253, -3.7658, 6.0266], [1.4391, -4.1393, 4.6093], [0.9923, -2.6749, 2.6848]],
  "smiles": "Cc1oc2ccc(NS(=O)(=O)c3ccc(C(C)(C)C)cc3)cc2c1C(=O)Nc1ccccc1",
  "energy_ev": -49390.2828,
  "spin_multiplicity": 1,
  "e_homo_ev": -8.45,
  "relative_energy_kj_mol": 0.0,
  "total_charge": 0
}